The following is a quantum chemistry calculation of one molecule with the formula C15H11BrN2O5S2 in a non-equilibrium geometry, from OMol25.

Calculated values
molar mass: 443.3 g mol⁻¹
highest occupied orbital energy: -8.3 eV
relative energy (zero: lowest compared OMol25 entry of this formula, charge and spin): 2.408 eV
gap between HOMO and LUMO: 7.295 eV
LUMO: -0.987 eV

Structure (ORCA input):
```
! wB97M-V def2-TZVPD RIJCOSX def2/J DEFGRID3
* xyz 0 1
O -3.16 -3.49 -0.45
C -3.07 -2.82 0.52
O -3.81 -3.01 1.68
C -2.23 -1.57 0.52
C -1.15 -1.65 1.62
C -0.10 -2.78 1.51
O 1.09 -2.49 1.79
O -0.56 -3.98 1.13
N -0.50 -0.27 1.95
C -0.52 0.19 3.26
S -1.61 -0.36 4.36
S 0.41 1.58 3.53
C 0.67 1.85 1.72
C 0.18 0.61 1.01
C 0.54 0.54 -0.35
C 0.44 -0.53 -1.34
O 0.70 -1.72 -1.21
N 0.86 -0.18 -2.58
C 1.24 1.12 -2.60
C 1.87 1.94 -3.55
C 2.32 3.19 -3.31
C 2.04 3.67 -2.00
Br 2.63 5.50 -1.55
C 1.42 2.93 -1.01
C 1.08 1.65 -1.25
H -4.42 -3.76 1.56
H -2.69 -0.58 0.53
H -1.76 -1.48 -0.35
H -1.72 -2.07 2.55
H 0.23 -4.46 0.96
H 0.08 2.67 1.45
H 1.78 2.08 1.52
H 1.49 -0.88 -3.01
H 1.93 1.54 -4.60
H 3.03 3.71 -4.00
H 1.29 3.33 -0.02
*
```